1.
{
  "formula": "C4H6N2O2",
  "method": "ωB97M-V/def2-TZVPD",
  "symbols": ["C", "N", "O", "O", "H", "H", "H", "C", "C", "C", "N", "H", "H", "H"],
  "coordinates": [[1.249, -0.078, 0.633], [2.268, -0.898, 0.376], [-0.630, -1.096, 0.204], [0.942, 0.533, 1.596], [-1.012, -1.021, 1.101], [3.113, -0.773, 0.920], [2.375, -1.272, -0.553], [-1.229, -0.026, -0.586], [-2.117, 0.780, 0.112], [0.468, 0.680, -1.057], [1.028, 1.225, -1.914], [-1.615, -0.441, -1.513], [-3.030, 1.121, -0.348], [-1.810, 1.266, 1.029]],
  "e_homo_ev": [-8.17, -8.71],
  "e_lumo_ev": [-1.03, -0.98]
}

---

2.
{
  "formula": "C4H6N2O2",
  "method": "ωB97M-V/def2-TZVPD",
  "symbols": ["C", "C", "C", "C", "N", "N", "O", "O", "H", "H", "H", "H", "H", "H"],
  "coordinates": [[1.044, -0.941, -0.180], [0.890, 1.793, 0.361], [-1.040, -1.213, 0.497], [0.448, 0.157, -0.755], [0.284, -1.759, 0.448], [-0.949, 0.061, -0.426], [-0.206, 1.978, 0.876], [2.029, 2.057, 0.388], [2.127, -1.105, -0.166], [-1.675, -2.169, 0.307], [-1.139, -0.698, 1.509], [0.665, 0.470, -1.822], [-1.532, 0.202, -1.217], [-0.946, 1.165, 0.179]],
  "e_homo_ev": -8.40,
  "e_lumo_ev": 0.54
}

---

3.
{
  "formula": "C4H6N2O2",
  "method": "ωB97M-V/def2-TZVPD",
  "symbols": ["C", "C", "C", "C", "H", "H", "H", "H", "H", "H", "N", "N", "O", "O"],
  "coordinates": [[0.924, -0.067, -0.757], [-0.707, -0.243, -0.971], [-1.731, 0.245, 0.141], [1.055, 0.010, 0.723], [2.140, 1.433, -0.673], [1.367, -0.894, -1.330], [-1.094, -0.707, -1.875], [-2.796, 0.028, 0.070], [-1.747, 1.039, 0.898], [-0.077, -0.868, 2.260], [-0.920, -1.056, 0.364], [0.179, -0.928, 1.229], [1.429, 1.253, -1.286], [1.979, 0.755, 1.207]],
  "smiles": "O=C1NN2C[C@H]2[C@H]1O",
  "e_homo_ev": -9.49,
  "e_lumo_ev": 0.80
}

---

4.
{
  "formula": "C4H6N2O2",
  "method": "ωB97M-V/def2-TZVPD",
  "symbols": ["C", "C", "C", "C", "H", "H", "H", "H", "H", "H", "N", "N", "O", "O"],
  "coordinates": [[-0.749, -0.645, -0.081], [1.455, 0.045, -0.039], [0.581, 1.196, 0.240], [-0.745, 0.706, 0.021], [-1.697, -2.008, 1.369], [-2.825, -1.164, -0.205], [0.735, -1.903, -0.782], [3.085, 0.743, -0.379], [0.901, 2.161, 0.182], [-2.031, 2.498, -1.047], [-1.696, -1.651, 0.041], [0.583, -0.940, -0.227], [2.761, -0.130, 0.117], [-1.964, 1.379, 0.047]],
  "e_homo_ev": -7.18,
  "e_lumo_ev": -0.79
}

---

Least stable structure: 4

---

1.
{
  "formula": "C4H6N2O2",
  "method": "ωB97M-V/def2-TZVPD",
  "symbols": ["C", "C", "C", "C", "H", "H", "H", "H", "H", "H", "N", "N", "O", "O"],
  "coordinates": [[2.187, 0.320, -0.366], [0.881, -0.638, -0.183], [-1.451, -0.281, 0.694], [-2.865, 0.414, 0.073], [1.091, 1.586, 0.084], [1.168, -1.366, -0.806], [1.147, -0.848, 0.836], [-0.516, -0.152, -1.474], [-1.549, -1.424, 0.654], [-1.272, 0.231, 1.717], [-0.316, 0.194, -0.410], [-3.897, 0.589, -0.699], [2.035, 1.541, 0.192], [3.357, -0.168, -0.312]],
  "smiles": "N#CCNCC(=O)O",
  "e_homo_ev": -10.16,
  "e_lumo_ev": -0.12
}

---

2.
{
  "formula": "C4H6N2O2",
  "method": "ωB97M-V/def2-TZVPD",
  "symbols": ["C", "C", "C", "C", "H", "H", "H", "H", "H", "H", "N", "N", "O", "O"],
  "coordinates": [[-2.200, -0.140, 0.278], [0.655, -1.456, -0.292], [2.204, 0.030, 0.070], [1.086, 0.825, -0.192], [-2.554, -1.123, 0.175], [-1.598, 0.012, 1.210], [-3.088, 0.521, 0.131], [0.163, -2.375, -0.250], [3.319, 0.164, 0.387], [0.211, 2.681, 0.019], [0.042, -0.092, -0.386], [1.952, -1.404, -0.179], [-1.226, 0.163, -0.761], [1.035, 2.193, -0.210]],
  "smiles": "COn1cncc1O",
  "e_homo_ev": -8.26,
  "e_lumo_ev": 0.48
}

---

Least stable structure: 1

---

1.
{
  "formula": "C4H6N2O2",
  "method": "ωB97M-V/def2-TZVPD",
  "symbols": ["C", "C", "C", "C", "H", "H", "H", "H", "H", "H", "N", "N", "O", "O"],
  "coordinates": [[0.132, 0.112, -0.401], [-1.649, -0.617, 0.943], [1.316, -0.582, -0.368], [1.631, -1.911, -0.406], [1.678, 1.779, -0.634], [0.253, 3.273, -0.011], [-2.594, -0.951, 1.190], [2.249, 0.232, -0.632], [0.753, -2.463, -0.142], [2.435, -2.650, -0.757], [0.633, 2.385, -0.689], [-0.234, 1.339, -0.657], [-1.077, -0.903, -0.356], [-0.943, -0.009, 1.832]],
  "smiles": "C=C/C(=N\\N)OC=O",
  "e_homo_ev": -8.56,
  "e_lumo_ev": -0.16
}

---

2.
{
  "formula": "C4H6N2O2",
  "method": "ωB97M-V/def2-TZVPD",
  "symbols": ["C", "C", "C", "C", "H", "H", "H", "H", "H", "H", "N", "N", "O", "O"],
  "coordinates": [[0.737, -1.402, 1.758], [0.236, -0.545, 0.583], [-0.882, 1.034, -1.278], [0.120, 1.718, -0.237], [0.675, -2.509, 1.482], [0.260, -1.221, 2.704], [1.857, -1.234, 1.754], [-0.917, -0.711, -2.180], [-0.864, 1.592, -2.204], [-1.835, 0.944, -0.780], [-0.113, -1.072, -0.533], [-0.298, -0.268, -1.604], [0.509, 2.847, -0.214], [0.513, 0.826, 0.749]],
  "smiles": "CC1=NNCC(=O)O1",
  "e_homo_ev": -9.17,
  "e_lumo_ev": 0.80
}

---

3.
{
  "formula": "C4H6N2O2",
  "method": "ωB97M-V/def2-TZVPD",
  "symbols": ["C", "C", "C", "C", "H", "H", "H", "H", "H", "H", "N", "N", "O", "O"],
  "coordinates": [[-0.420, 1.441, -0.939], [-0.869, 1.325, 0.324], [-0.684, 0.296, 1.359], [0.082, -1.014, 1.204], [0.591, -0.232, -1.387], [0.600, 0.913, -2.665], [-0.711, 2.413, -1.370], [-1.376, 2.255, 0.644], [0.044, -1.660, 2.090], [1.685, -2.804, -0.510], [0.323, 0.662, -1.734], [0.674, -1.385, 0.172], [-1.201, 0.437, 2.458], [1.261, -2.648, 0.355]],
  "smiles": "N/C=C\\C(=O)/C=N/O",
  "e_homo_ev": -8.63,
  "e_lumo_ev": 0.36
}

---

Least stable structure: 1